Entry from the OMol25 dataset: 9 unconnected molecules or ions with the total composition C42H103F9N7O20S3 in a non-equilibrium geometry (ωB97M-V with the def2-TZVPD basis set).

The geometry in XYZ format:
```
184
Properties=species:S:1:pos:R:3
S 5.99 -1.67 -2.44
S -6.69 -1.26 2.96
S 7.79 -1.07 -4.18
F 9.78 -2.27 -5.45
F 3.81 -1.79 -0.85
F 3.49 -0.73 -2.75
F 8.65 -3.64 -4.21
F 7.77 -2.90 -6.06
F -4.82 -0.19 1.39
F 3.44 -2.86 -2.74
F -5.00 0.70 3.29
F -6.42 1.19 1.63
O -1.78 4.09 -2.81
O -7.56 -0.65 4.02
O -3.25 -3.88 -0.07
O -1.80 6.99 -1.52
O 0.09 -0.36 1.85
O 8.59 -0.95 -2.92
O -0.60 -4.34 2.04
O 6.34 -0.49 -1.65
O -1.11 -0.75 6.05
O -2.19 3.00 0.79
O 4.34 -3.75 1.04
O 7.85 0.05 -5.11
O -5.66 -2.14 3.55
O -7.37 -1.95 1.85
O 1.14 4.63 -0.47
O 3.65 2.27 -3.80
O 1.69 -0.58 -5.07
O 6.50 -2.97 -2.03
O -4.76 -5.83 3.36
O 2.84 1.34 4.02
N -5.80 -4.40 1.25
N 6.13 -1.46 -3.96
N -1.59 6.37 -4.21
N 0.49 2.51 1.32
N -1.58 -2.30 3.83
N 2.59 -1.41 2.94
N 4.45 0.27 -5.31
C 2.14 -0.10 -6.34
C 2.77 2.05 5.25
C 1.18 5.87 -1.19
C 3.95 0.46 3.90
C -6.19 -5.81 3.27
C 3.82 -0.53 2.71
C -0.33 -0.83 0.58
C -2.15 7.02 -0.13
C 3.69 -0.41 -6.44
C 0.15 -5.52 1.53
C -2.13 -3.90 -1.02
C -5.71 -4.23 -0.28
C -6.62 -5.53 1.85
C 1.97 3.00 1.04
C 4.03 -1.79 -2.21
C 3.67 2.56 -2.37
C -1.53 -4.76 2.97
C -0.11 -0.07 6.94
C -5.68 0.20 2.25
C 4.96 2.31 -4.42
C -2.76 5.32 -4.47
C -2.53 -1.18 4.29
C 2.52 -2.62 1.98
C -2.59 7.79 -2.38
C -1.80 2.88 2.16
C 0.41 -0.36 -0.71
C -4.43 -3.37 -0.70
C -1.73 -0.05 4.96
C -2.37 -3.58 3.46
C 0.27 -0.78 -4.94
C -3.60 2.99 0.52
C -0.29 3.36 2.29
C 3.63 -3.57 2.26
C -1.84 -0.68 0.41
C -2.31 3.93 -4.14
C 3.69 -4.58 -0.01
C 5.01 1.63 -5.74
C -4.34 -5.78 4.71
C -2.01 7.79 -3.82
C -1.30 2.79 -2.23
C 8.56 -2.58 -5.07
C 2.03 4.40 0.49
H 0.84 -5.83 2.31
H -0.10 -1.39 -5.76
H -3.68 5.50 -3.90
H 4.21 -4.57 -0.97
H 1.75 2.41 5.39
H 0.71 -5.29 0.62
H -0.98 -5.22 3.79
H -1.57 6.26 0.39
H -4.40 -3.65 -1.75
H -2.09 2.05 -2.11
H 3.67 -5.59 0.39
H -3.30 -6.09 4.83
H 1.68 -0.68 -7.14
H -3.23 -1.72 4.93
H -1.54 3.66 -4.86
H 3.83 -1.48 -6.30
H -1.06 -2.00 3.02
H -2.72 8.83 -2.10
H -0.08 -1.89 0.60
H -2.73 8.16 -4.56
H -2.91 5.31 -5.55
H 2.63 -1.82 3.86
H -0.48 -6.36 1.22
H -1.98 7.97 0.37
H 1.97 5.82 -1.95
H -5.61 -5.26 -0.62
H -2.23 -5.57 2.75
H 2.61 2.83 1.91
H -6.12 -3.58 1.73
H 4.28 2.10 -6.40
H 5.29 3.34 -4.53
H 4.73 1.19 3.67
H 1.52 -2.96 2.23
H -3.59 3.43 -0.47
H -3.61 7.41 -2.34
H 1.85 0.95 -6.43
H -0.82 3.08 -1.29
H 1.48 -0.48 -0.53
H 3.99 1.68 -1.81
H -6.60 -5.10 3.99
H 2.62 2.78 -2.16
H 4.19 -0.16 -7.38
H -2.83 -3.85 4.41
H -3.15 3.24 -4.13
H -0.55 2.33 -2.87
H 0.01 3.17 3.32
H 5.12 -0.37 -4.92
H -0.40 4.42 2.05
H -4.46 -4.78 5.13
H 0.77 0.11 6.32
H -2.18 -2.97 -1.59
H 4.77 -1.04 2.51
H 0.22 -0.78 7.69
H 0.02 -1.26 -3.99
H 5.98 1.56 -6.25
H 3.67 0.10 1.84
H -3.19 -0.86 3.49
H -7.63 -5.21 1.60
H 0.30 6.09 -1.79
H -2.23 0.89 5.20
H -1.77 1.84 2.47
H 2.47 -2.37 0.92
H -0.86 0.19 4.34
H -2.34 3.60 2.77
H 4.09 -0.09 4.83
H 0.08 -0.86 -1.63
H 3.31 -4.49 2.74
H -4.98 -6.48 5.24
H 1.73 -0.89 2.84
H -4.10 3.71 1.16
H 3.33 2.98 5.24
H -2.09 -0.89 -0.63
H -0.84 6.30 -4.89
H -0.12 0.23 -4.97
H -4.52 -2.34 -0.36
H -4.84 -4.57 1.50
H -2.31 -1.42 1.06
H -6.67 -3.79 -0.51
H 4.15 3.53 -2.26
H 1.89 5.09 1.32
H -3.95 1.96 0.62
H 0.02 2.60 0.42
H 3.05 4.49 0.10
H 2.97 1.63 6.24
H -1.05 -2.56 4.65
H -0.57 0.87 7.24
H -1.17 -3.95 -0.50
H 2.34 2.31 0.28
H 3.71 0.39 -4.63
H -2.21 -4.80 -1.63
H -1.24 6.09 -3.31
H -6.48 -6.82 3.55
H 2.63 -4.34 -0.12
H 0.19 0.70 -0.84
H -3.11 -3.36 2.70
H 4.42 -3.20 2.91
H 0.42 1.54 1.59
H -2.16 0.28 0.83
H 5.76 1.93 -3.80
H -3.18 6.69 0.01
H -6.43 -6.40 1.23
H 1.35 6.82 -0.68
H -1.12 8.42 -3.86
```

Values from the calculation:
Gap between HOMO and LUMO (alpha / beta)   1.13 / 7.34 eV
HOMO level (alpha / beta)   -5.63 / -11.91 eV
LUMO (alpha / beta)   -4.5 / -4.6 eV
Spin multiplicity   2
Total energy   -153538.3151 eV
Charge   +2
Max |F|   4.99 eV Å⁻¹